{"formula": "C4H10O3", "method": "the ωB97M-V functional and the def2-TZVPD basis", "elements": ["C", "C", "C", "O", "C", "O", "H", "H", "H", "H", "H", "H", "H", "H", "H", "H", "O"], "xyz": [[0.0353, -0.6251, -0.0738], [1.5372, -0.2764, 0.1317], [2.5509, -0.9524, -0.8912], [3.6554, -0.3066, -1.2717], [-0.9700, 0.5151, 0.2647], [-2.1442, 0.3579, -0.5201], [-0.1738, -0.8377, -1.1310], [-0.1535, -1.4830, 0.5755], [1.8484, -0.4671, 1.1845], [1.7187, 0.8291, 0.1224], [1.9070, -1.3262, -1.7112], [2.8435, -1.9962, -0.2951], [-0.4526, 1.4227, -0.0783], [-1.2104, 0.5317, 1.3315], [-2.8891, 0.7879, -0.0280], [-3.7763, 2.2683, 1.3701], [-4.3266, 1.5579, 1.0199]], "lowdin_charge": [-0.2124, -0.2364, -0.5948, -0.3967, -0.3022, -0.1352, 0.0932, 0.0903, 0.0800, 0.0851, 0.0506, 0.0760, 0.0955, 0.1067, 0.0129, -0.1943, -0.6185], "energy_ev": -10449.39336, "orbital_gap_ev": 6.973, "e_above_lowest_kcal_mol": 14.8, "total_charge": -2}